C5H15N2 | ωB97M-V with the def2-TZVPD basis set

Last columns: bonded neighbours and bond lengths (Å).
Geometry (Å):
1 C -0.688 1.896 -0.434  C2 1.525, H8 1.087, H9 1.087, H10 1.091
2 C 0.049 0.991 0.548  C1 1.525, C3 1.501, N4 1.548, H11 1.087
3 C 0.914 1.793 1.475  C2 1.501, H12 1.086, H13 1.094, H14 1.086
4 N 0.935 -0.065 -0.157  C2 1.548, C5 1.480, H15 0.995, H16 1.019
5 C 0.692 -1.487 0.174  N4 1.480, C6 1.564, H17 1.089, H18 1.084
6 C -0.779 -1.900 -0.162  C5 1.564, N7 1.466, H19 1.076, H20 1.094
7 N -1.191 -1.207 -1.386  C6 1.466, H21 1.018, H22 1.017
8 H -0.006 2.481 -1.045  C1 1.087
9 H -1.383 1.322 -1.042  C1 1.087
10 H -1.337 2.527 0.174  C1 1.091
11 H -0.713 0.394 1.043  C2 1.087
12 H 1.633 2.408 0.942  C3 1.086
13 H 1.491 1.192 2.184  C3 1.094
14 H 0.324 2.384 2.170  C3 1.086
15 H 0.827 0.060 -1.138  N4 0.995
16 H 1.879 0.246 0.069  N4 1.019
17 H 0.732 -1.584 1.258  C5 1.089
18 H 1.369 -2.168 -0.330  C5 1.084
19 H -1.369 -1.801 0.732  C6 1.076
20 H -0.768 -2.972 -0.376  C6 1.094
21 H -0.739 -1.657 -2.180  N7 1.018
22 H -2.169 -1.383 -1.599  N7 1.017

Energy above the lowest of the compared OMol25 structures with the same formula, charge and spin in kcal/mol: 14.7
Frontier orbital gap in Ha: 0.4087
DFT total energy in eV: -8402.0378
SMILES string: CC(C)[NH2+]CCN
Spin multiplicity: 1
Total charge: +1
M in g mol⁻¹: 103.189
LUMO energy in eV: -2.86